[1]
2 unconnected molecules or ions with the total composition C23H20N2O3 in a non-equilibrium geometry, computed with ωB97M-V/def2-TZVPD.

The geometry in XYZ format:
```
48
Properties=species:S:1:pos:R:3:lowdin_charge:R:1
O 0.1708 -0.9048 -1.6299 -0.092
C -0.2154 -0.1603 -2.5614 -0.480
C 0.6453 0.8513 -3.1965 -0.035
C 0.1867 1.6962 -4.1715 -0.039
C -1.1458 1.6134 -4.6268 -0.211
N -1.6023 2.4811 -5.6573 -0.360
O -2.7863 2.3832 -6.0515 -0.003
O -0.8046 3.3155 -6.1413 -0.002
C -2.0214 0.6600 -4.0664 -0.041
C -1.5879 -0.1975 -3.0905 -0.049
H 1.6762 0.9294 -2.8515 0.096
H 0.8353 2.4442 -4.6214 0.109
H -3.0436 0.6230 -4.4347 0.108
H -2.2729 -0.9306 -2.6629 0.088
C -2.6505 -3.4013 1.1964 0.014
C -1.2428 -3.0579 1.4605 -0.173
N -0.2958 -4.0013 1.6594 0.181
C 0.9577 -3.4208 1.8775 -0.174
C 0.7881 -2.0213 1.7842 -0.092
C 1.9095 -1.2076 1.8340 0.002
C 3.1649 -1.7772 2.0690 -0.052
C 3.3120 -3.1710 2.2079 -0.064
C 2.1964 -4.0174 2.0884 -0.006
C -0.6334 -1.7700 1.5202 -0.084
C -1.2647 -0.5589 1.2822 0.118
C -0.6796 0.7384 1.4694 -0.204
C 0.0652 1.1158 2.6235 -0.038
C 0.6795 2.3611 2.6970 -0.033
C 0.5891 3.2686 1.6322 -0.253
C 1.3389 4.5642 1.6820 -0.046
C -0.2068 2.9403 0.5243 -0.008
C -0.8565 1.7196 0.4611 0.015
H -3.1928 -2.4634 1.0567 0.080
H -2.7675 -4.0118 0.2861 0.111
H -3.1166 -3.9463 2.0336 0.105
H -0.4946 -4.9993 1.6386 0.185
H 1.7758 -0.1429 1.6768 0.106
H 4.0355 -1.1228 2.1409 0.110
H 4.3049 -3.5821 2.3988 0.108
H 2.2551 -5.1030 2.1599 0.113
H -2.2752 -0.6096 0.8776 0.134
H 0.1715 0.4031 3.4458 0.127
H 1.2711 2.6374 3.5748 0.123
H 1.1022 5.1763 0.8092 0.080
H 1.0958 5.1384 2.5817 0.087
H 2.4225 4.4019 1.6973 0.091
H -0.3079 3.6603 -0.2919 0.126
H -1.4855 1.4565 -0.3912 0.124
```

The calculation puts the relative energy (zero: lowest compared OMol25 entry of this formula, charge and spin) at 507.8 kJ/mol. The calculation puts the gap between HOMO and LUMO at 3.89 eV. As for the multiplicity: 1. Its total energy is -1223.5287 Eh. The highest occupied orbital energy comes out at -6.2743 eV.

[2]
C23H20N4O3S in the gas phase in a non-equilibrium geometry, computed with ωB97M-V/def2-TZVPD.

The geometry in XYZ format:
```
51
Properties=species:S:1:pos:R:3:lowdin_charge:R:1
C -1.5563 4.4141 3.0996 -0.081
O -0.2474 3.9261 3.2800 -0.077
C 0.1905 2.9245 2.4783 -0.274
C 1.4866 2.4674 2.7305 0.008
C 2.0195 1.4330 1.9959 -0.006
C 1.2621 0.8379 0.9937 -0.250
N 1.7727 -0.2663 0.2804 0.045
C 2.0026 -1.5411 0.7399 -0.307
C 1.7412 -1.9648 2.1400 -0.057
C 0.3715 -1.5010 2.5654 -0.238
C -0.7389 -1.8590 1.8096 -0.041
C -1.9958 -1.3906 2.1443 -0.080
C -2.1575 -0.5589 3.2399 -0.093
C -1.0590 -0.2100 4.0053 -0.080
C 0.1986 -0.6802 3.6703 -0.051
N 2.4069 -2.2955 -0.2385 0.077
N 2.4675 -1.5548 -1.3579 0.016
C 2.0780 -0.3482 -1.0486 -0.611
S 1.9645 1.0146 -2.1175 0.995
C 2.1144 0.1054 -3.7093 -0.388
C 0.8158 -0.5567 -4.0215 -0.294
C -0.2442 0.1948 -4.5272 -0.033
C -1.4668 -0.3940 -4.7716 0.010
C -1.6323 -1.7486 -4.5023 -0.156
N -2.9088 -2.3660 -4.7478 -0.366
O -3.8015 -1.6646 -5.1774 0.076
O -3.0198 -3.5501 -4.5085 0.079
C -0.5863 -2.5111 -3.9952 0.021
C 0.6351 -1.9127 -3.7571 -0.023
C -0.0124 1.3051 0.7153 -0.010
C -0.5497 2.3423 1.4535 -0.001
H -1.6898 5.1836 3.8581 0.095
H -2.3007 3.6255 3.2475 0.095
H -1.6864 4.8581 2.1079 0.097
H 2.0525 2.9404 3.5167 0.122
H 3.0200 1.0793 2.1954 0.127
H 2.5026 -1.5509 2.8058 0.120
H 1.8145 -3.0539 2.1674 0.131
H -0.6100 -2.5043 0.9519 0.122
H -2.8509 -1.6733 1.5481 0.104
H -3.1388 -0.1889 3.4978 0.100
H -1.1778 0.4336 4.8644 0.106
H 1.0527 -0.3993 4.2697 0.115
H 2.3741 0.8680 -4.4421 0.083
H 2.9235 -0.6099 -3.5816 0.078
H -0.1046 1.2479 -4.7210 0.117
H -2.2976 0.1719 -5.1643 0.119
H -0.7462 -3.5590 -3.7928 0.121
H 1.4514 -2.4847 -3.3442 0.104
H -0.5917 0.8454 -0.0712 0.127
H -1.5474 2.6794 1.2247 0.109
```

The calculation puts the relative energy (zero: lowest compared OMol25 entry of this formula, charge and spin) at 425.0 kJ/mol. The calculation puts the gap between HOMO and LUMO at 8.06 eV. As for the multiplicity: 1. Its total energy is -1731.2986 Eh. The highest occupied orbital energy comes out at -8.4866 eV. Its structure (SMILES) is COc1ccc(-n2c(Cc3ccccc3)nnc2SCc2ccc([N+](=O)[O-])cc2)cc1.

[3]
2 unconnected molecules or ions with the total composition C23H20O6S2 in a non-equilibrium geometry, computed with ωB97M-V/def2-TZVPD.

The geometry in XYZ format:
```
51
Properties=species:S:1:pos:R:3:lowdin_charge:R:1
C 1.0429 -4.8983 -4.1015 -0.045
O 1.3149 -3.4976 -4.3237 -0.058
C 1.6245 -2.6997 -3.2716 -0.225
C 1.6945 -1.3074 -3.5315 0.033
C 1.7353 -0.4206 -2.4887 0.007
C 1.7939 -0.8622 -1.1333 -0.193
C 1.6529 0.1192 -0.1012 0.042
C 1.6747 -0.1339 1.3141 -0.194
C 2.2060 0.8506 2.1946 0.069
C 2.1493 0.6543 3.5606 -0.131
C 1.5876 -0.5426 4.0726 -0.192
O 1.6048 -0.6272 5.4299 0.007
C 2.2299 0.6124 5.9349 -0.102
C 2.5660 1.4958 4.7262 -0.089
C 1.0676 -1.5355 3.2286 0.036
C 1.0881 -1.3076 1.8718 -0.002
C 1.9818 -2.2568 -0.9206 0.004
C 1.8381 -3.1685 -1.9516 0.012
H 0.7980 -5.2726 -5.0959 0.096
H 1.9282 -5.4161 -3.7079 0.094
H 0.1903 -5.0362 -3.4217 0.105
H 1.6371 -0.9736 -4.5651 0.134
H 1.6972 0.6480 -2.6934 0.129
H 1.7871 1.1584 -0.4113 0.140
H 2.6533 1.7615 1.7916 0.139
H 1.5142 1.0862 6.6178 0.127
H 3.1255 0.3248 6.5003 0.125
H 3.6334 1.7386 4.6995 0.124
H 2.0054 2.4377 4.7720 0.130
H 0.6458 -2.4328 3.6693 0.127
H 0.6266 -2.0320 1.2019 0.122
H 2.2086 -2.6303 0.0766 0.114
H 1.8619 -4.2428 -1.7510 0.113
C -5.2725 2.9467 -2.1528 -0.072
C -4.1730 2.1960 -2.5736 -0.041
C -3.1429 1.9271 -1.6724 -0.248
C -3.2111 2.3909 -0.3714 -0.249
C -4.3074 3.1353 0.0615 -0.041
C -5.3396 3.4170 -0.8349 -0.072
S -1.8134 1.9447 0.6681 0.608
O -1.0968 3.1567 1.0064 -0.343
O -2.2933 1.0743 1.7210 -0.339
C -0.9849 1.0498 -0.5107 -0.383
S -1.6687 0.9732 -2.0586 0.607
O -2.0759 -0.3814 -2.3695 -0.338
O -0.8841 1.7239 -3.0181 -0.345
H -6.0807 3.1626 -2.8524 0.105
H -4.1035 1.8157 -3.5905 0.121
H -4.3402 3.4842 1.0914 0.122
H -6.1990 4.0010 -0.5041 0.105
H -0.1782 0.3894 -0.2314 0.001
```

The calculation puts the relative energy (zero: lowest compared OMol25 entry of this formula, charge and spin) at 0.0 kJ/mol. The calculation puts the gap between HOMO and LUMO at 4.44 eV. As for the multiplicity: 1. Its total energy is -2136.0804 Eh. The highest occupied orbital energy comes out at -6.7774 eV.

[4]
A molecular structure, C23H21AuN5OSe4, computed with ωB97M-V/def2-TZVPD.

The geometry in XYZ format:
```
55
Properties=species:S:1:pos:R:3:lowdin_charge:R:1
Au 2.0124 3.0516 0.3285 0.260
Se 1.7291 5.4569 0.1874 -0.129
Se 1.5720 6.1040 2.4378 -0.224
Se 0.5515 4.3549 3.7890 -0.222
Se 0.3219 2.4347 2.4960 -0.067
C -3.2776 2.1967 1.7467 -0.032
N -2.5564 1.5329 0.6710 -0.077
N -1.8936 2.3337 -0.2553 0.041
C -0.7381 1.7034 -0.6965 -0.488
O 0.0356 2.1640 -1.5271 -0.033
C -0.6936 0.4630 0.0564 -0.001
C -1.7546 0.4468 0.8917 -0.345
C -2.0901 -0.5147 1.9766 -0.025
C -2.5200 3.4398 -0.8671 -0.195
C -1.7625 4.5861 -1.0700 0.002
C -2.3540 5.6750 -1.6922 -0.066
C -3.6843 5.6302 -2.0893 -0.106
C -4.4305 4.4784 -1.8762 -0.102
C -3.8477 3.3738 -1.2714 -0.036
H -3.7223 3.1089 1.3596 0.084
H -2.6092 2.4523 2.5739 0.049
H -4.0762 1.5419 2.0935 0.087
H 0.0992 -0.2634 0.0020 0.091
H -1.3488 -1.3112 1.9970 0.079
H -3.0788 -0.9544 1.8300 0.083
H -2.0733 -0.0160 2.9477 0.076
H -0.7281 4.6170 -0.7476 0.028
H -1.7630 6.5680 -1.8528 0.105
H -4.1408 6.4921 -2.5602 0.093
H -5.4648 4.4319 -2.1944 0.093
H -4.4076 2.4587 -1.1211 0.112
N 2.4326 -4.1155 0.6718 0.166
C 2.3800 -5.3961 0.1592 -0.194
C 2.3935 -6.6526 0.7592 -0.028
C 2.3484 -7.7421 -0.0877 -0.105
C 2.2882 -7.5857 -1.4841 -0.103
C 2.2736 -6.3348 -2.0660 -0.020
C 2.3232 -5.2224 -1.2262 -0.226
N 2.3409 -3.8701 -1.5440 0.181
C 2.4056 -3.2569 -0.3967 -0.271
C 2.4805 -1.7894 -0.2268 -0.148
C 2.6303 -1.2007 1.0218 -0.013
C 2.7268 0.1769 1.1101 -0.154
N 2.6866 0.9663 0.0343 -0.059
C 2.5346 0.4019 -1.1685 -0.120
C 2.4280 -0.9677 -1.3427 -0.003
H 2.4605 -3.8569 1.6404 0.146
H 2.4416 -6.7748 1.8334 0.105
H 2.3608 -8.7397 0.3320 0.096
H 2.2536 -8.4675 -2.1107 0.095
H 2.2283 -6.2061 -3.1393 0.110
H 2.6700 -1.7744 1.9386 0.104
H 2.8211 0.6820 2.0625 0.078
H 2.4851 1.0817 -2.0064 0.112
H 2.3003 -1.3926 -2.3277 0.115
```

The calculation puts the relative energy (zero: lowest compared OMol25 entry of this formula, charge and spin) at 0.0 kJ/mol. The calculation puts the gap between HOMO and LUMO at 4.55 eV. As for the multiplicity: 1. Its total energy is -10979.6419 Eh. The highest occupied orbital energy comes out at -2.9107 eV. As for the charge: -1.